Entry 1:
Computed, not measured: a structure of composition C33H27Co2NO6P in a non-equilibrium geometry, with wB97M-V/def2-TZVPD.

Geometry (Å):
O (0.4893, -3.2232, 3.1464)
C (0.5888, -2.4496, 2.2543)
Co (-0.0586, -1.0569, 1.1062)
C (0.8872, 0.1628, 1.9356)
O (1.5929, 0.8851, 2.5207)
C (0.8399, -1.8104, -0.1756)
O (1.5895, -2.3777, -0.8704)
C (-1.8523, -0.8271, 0.8921)
C (-1.4678, -0.9927, 2.1820)
C (-1.4476, -1.3864, 3.4803)
C (-1.3755, -0.4008, 4.5199)
C (-1.7058, -0.7966, 5.8428)
C (-1.5582, 0.1007, 6.9024)
C (-1.1210, 1.4238, 6.6500)
C (-0.8539, 1.8398, 5.3391)
C (-1.0201, 0.9456, 4.2713)
Co (-1.2390, 0.8056, 0.0494)
C (-0.3858, 2.1752, 0.6578)
O (0.1642, 3.1079, 1.0772)
C (-2.8661, 1.2373, -0.3637)
O (-3.9738, 1.4708, -0.6360)
P (-0.3766, 0.5020, -1.8162)
C (1.4210, 0.7401, -2.0840)
C (1.9377, 0.9299, -3.3757)
C (3.3014, 1.2000, -3.5537)
C (4.1595, 1.2564, -2.4509)
C (3.6513, 1.0588, -1.1654)
C (2.2827, 0.8329, -0.9872)
C (-0.8001, -1.0808, -2.6294)
C (0.1479, -1.8384, -3.3256)
C (-0.2022, -3.0827, -3.8597)
C (-1.5005, -3.5729, -3.7111)
C (-2.4568, -2.8158, -3.0315)
C (-2.1114, -1.5688, -2.4915)
C (-1.0269, 1.7342, -3.0051)
C (-1.6889, 1.3647, -4.1820)
C (-2.1764, 2.3518, -5.0458)
C (-2.0053, 3.7035, -4.7374)
C (-1.3480, 4.0729, -3.5587)
C (-0.8518, 3.0912, -2.6949)
H (-2.6592, -1.3146, 0.3246)
H (-1.6586, -2.4250, 3.7976)
H (-2.0812, -1.8181, 5.9857)
H (-1.7886, -0.2397, 7.9185)
H (-0.9180, 2.0833, 7.5010)
H (-0.5049, 2.8602, 5.1499)
H (-0.8882, 1.3028, 3.2419)
H (1.2759, 0.8704, -4.2432)
H (3.6949, 1.3619, -4.5582)
H (5.2225, 1.4549, -2.5833)
H (4.3007, 1.0817, -0.2866)
H (1.8669, 0.7680, 0.0262)
H (1.1620, -1.4607, -3.4526)
H (0.5545, -3.6668, -4.3864)
H (-1.7709, -4.5445, -4.1203)
H (-3.4782, -3.1798, -2.9036)
H (-2.8575, -0.9767, -1.9426)
H (-1.8325, 0.3117, -4.4257)
H (-2.6892, 2.0556, -5.9608)
H (-2.3822, 4.4744, -5.4094)
H (-1.2178, 5.1245, -3.2986)
H (-0.3358, 3.3759, -1.7720)
C (2.9172, -1.8677, 3.7211)
N (2.4311, -2.1105, 2.3580)
O (3.2467, -1.2780, 1.4916)
H (2.3255, -2.4428, 4.4395)
H (3.9871, -2.1371, 3.7166)
H (2.8230, -0.7983, 3.9634)
H (2.6887, -3.0609, 2.0583)
H (2.9834, -1.5164, 0.5730)

Results
HOMO: -0.0884 Eh
Charge: -1
Lowest unoccupied orbital energy: 2.498 eV
Electronic energy: -4886.58184 a.u.

---

Entry 2:
Computed, not measured: a structure of composition H4Na5O3 in a non-equilibrium geometry, with wB97M-V/def2-TZVPD.

Geometry (Å):
Na (-1.8798, 0.3677, -1.1734)
Na (1.3738, -1.2747, -1.4784)
Na (2.3098, -0.5045, 1.8391)
Na (-0.6177, -2.2070, 1.2352)
Na (-0.6832, 1.0878, 2.0502)
O (0.2932, -0.1456, 0.3099)
H (0.8075, 0.5880, -0.0798)
O (-1.4196, -1.1155, 3.1480)
H (-0.4583, -0.9493, 3.0938)
O (0.4656, 1.4462, -2.8879)
H (0.0338, 0.6081, -3.0531)
H (-0.2250, 2.0989, -3.0038)

Results
HOMO: -0.6810 Eh
Charge: +3
Lowest unoccupied orbital energy: -12.574 eV
Electronic energy: -1038.66797 a.u.

---

Entry 3:
Computed, not measured: a structure of composition C19H20IN6O2V in a non-equilibrium geometry, with wB97M-V/def2-TZVPD.

Geometry (Å):
V (-0.1845, -0.0544, 0.0540)
O (-0.9569, -1.4126, 3.7125)
C (-0.8351, -1.2314, 2.5284)
N (-0.1562, -0.2074, 1.9146)
C (0.9937, 0.3525, 2.5936)
C (2.1713, 0.1243, 1.6774)
C (3.4980, 0.1999, 2.0709)
C (4.4892, -0.0741, 1.1426)
C (4.1251, -0.4046, -0.1579)
C (2.7854, -0.4281, -0.4817)
N (1.8309, -0.1678, 0.4133)
C (-1.3219, -2.2077, 1.4903)
C (-2.1198, -3.2977, 1.7885)
C (-2.4084, -4.1991, 0.7714)
C (-1.8790, -3.9785, -0.4945)
C (-1.1006, -2.8543, -0.7109)
N (-0.8284, -1.9864, 0.2618)
H (1.1374, -0.1293, 3.5686)
H (0.8709, 1.4270, 2.7880)
H (3.7413, 0.4469, 3.0926)
H (5.5292, -0.0424, 1.4289)
H (4.8650, -0.6406, -0.9053)
H (2.4476, -0.6675, -1.4851)
H (-2.4783, -3.4250, 2.7991)
H (-3.0241, -5.0656, 0.9644)
H (-2.0625, -4.6667, -1.3041)
H (-0.6757, -2.6380, -1.6861)
C (1.7799, 2.7432, -1.9430)
N (1.2327, 2.0099, -3.0661)
C (0.4382, 0.9397, -2.9832)
N (0.0553, 0.3474, -4.1266)
O (0.0434, 0.4602, -1.8858)
H (1.3951, 3.7645, -1.9361)
H (2.8688, 2.7665, -2.0069)
H (1.4879, 2.2437, -1.0203)
H (1.4626, 2.3506, -3.9868)
H (0.2992, 0.7043, -5.0345)
H (-0.6159, -0.3982, -4.0754)
I (-3.2069, 0.3545, -0.8509)
C (-2.4268, 2.1234, -0.0457)
C (-3.2252, 3.2481, 0.0793)
C (-2.6628, 4.3745, 0.6583)
C (-1.3415, 4.3257, 1.0842)
C (-0.6314, 3.1524, 0.9087)
N (-1.1604, 2.0588, 0.3469)
H (-4.2508, 3.2376, -0.2557)
H (-3.2512, 5.2724, 0.7820)
H (-0.8698, 5.1781, 1.5484)
H (0.4018, 3.0752, 1.2290)

Results
ΔE to the lowest compared entry with this formula, charge and spin: 10.32 kcal/mol
HOMO (spin up / spin down): -0.5448 / -0.5588 Eh
Charge: +2
Spin multiplicity: 3
Lowest unoccupied orbital energy (spin up / spin down): -6.576 / -6.137 eV
Electronic energy: -2456.36961 a.u.
Expectation value of S²: 2.017

---

Entry 4:
Computed, not measured: a structure of composition C11H18CuN3O6P in a non-equilibrium geometry, with wB97M-V/def2-TZVPD.

Geometry (Å):
O (-5.7557, -0.6877, -2.1857)
C (-4.6298, -0.5974, -2.0502)
Cu (-2.4233, -0.0217, -0.6387)
O (-1.6712, 1.6106, -3.9583)
C (-2.1329, 0.9744, -3.1354)
C (-3.0711, -1.2954, 0.6377)
O (-2.9992, -1.8177, 1.6641)
C (-1.9383, -2.1284, -2.3561)
O (-1.3777, -2.9857, -2.8563)
C (-3.2930, 1.6013, -0.2391)
O (-3.4669, 2.6179, 0.2728)
C (-0.0859, 2.3813, 1.3623)
N (0.5628, 1.0633, 1.5195)
C (0.2826, 0.4924, 2.8483)
P (0.7709, 0.0738, 0.1949)
O (-0.4690, -0.0818, -0.6660)
N (2.0044, 0.6808, -0.7674)
C (2.2988, -0.1600, -1.9444)
C (1.9916, 2.0997, -1.1504)
N (1.2358, -1.4125, 0.7258)
C (2.3799, -1.6388, 1.6208)
C (0.3336, -2.5672, 0.6421)
H (0.4485, 3.1095, 1.9949)
H (-1.1364, 2.3363, 1.6876)
H (-0.0594, 2.7314, 0.3243)
H (-0.5878, -0.1826, 2.8255)
H (1.1491, -0.0555, 3.2330)
H (0.0706, 1.3259, 3.5303)
H (1.4598, -0.1675, -2.6565)
H (3.1723, 0.2670, -2.4463)
H (2.5296, -1.1849, -1.6380)
H (1.0777, 2.3672, -1.7038)
H (2.1053, 2.7487, -0.2796)
H (2.8453, 2.2640, -1.8154)
H (2.0520, -1.8118, 2.6594)
H (2.9138, -2.5416, 1.2878)
H (3.0817, -0.7971, 1.6009)
H (-0.3801, -2.5879, 1.4809)
H (-0.2327, -2.5429, -0.2938)
H (0.9442, -3.4791, 0.6687)

Results
HOMO (spin up / spin down): -0.6093 / -0.6063 Eh
Charge: +2
Spin multiplicity: 2
Lowest unoccupied orbital energy (spin up / spin down): -6.516 / -11.388 eV
Electronic energy: -3026.88036 a.u.
Expectation value of S²: 0.758

---

Entry 5:
Computed, not measured: a structure of composition C18H20N4O7RuS2, with wB97M-V/def2-TZVPD.

Geometry (Å):
Ru (0.0127, -0.1126, 0.2270)
O (-0.8311, -2.6836, 4.0563)
C (-0.9136, -2.1822, 2.7970)
O (0.0776, -1.8071, 2.2200)
C (-2.3212, -2.2657, 2.2609)
O (-2.4793, -1.2888, 1.2908)
C (-3.2968, -1.5771, 0.1691)
C (-2.8346, -0.8708, -1.1346)
O (-3.6424, -0.9413, -2.0607)
O (-1.7008, -0.3086, -1.1927)
H (0.1126, -2.6718, 4.2871)
H (-3.0405, -2.1775, 3.0876)
H (-2.3754, -3.2743, 1.8258)
H (-4.3288, -1.2650, 0.3731)
H (-3.2958, -2.6510, -0.0399)
S (2.0286, 0.4428, 1.2662)
C (2.6954, 1.5339, 0.0768)
C (4.0644, 1.7962, 0.0035)
C (4.5656, 2.7149, -0.9033)
C (3.7058, 3.3882, -1.7626)
C (2.3451, 3.1355, -1.7054)
C (1.8313, 2.2191, -0.7929)
S (0.1090, 1.9311, -0.6603)
H (4.7331, 1.2639, 0.6682)
H (5.6321, 2.8999, -0.9474)
H (4.0958, 4.0959, -2.4837)
H (1.6659, 3.6409, -2.3805)
C (-2.9539, 3.6850, 2.2662)
N (-1.5865, 3.2290, 2.1259)
C (-0.4988, 4.1847, 2.2248)
C (-1.2946, 1.9587, 2.1421)
N (-0.9257, 0.8638, 2.1059)
H (-3.1511, 4.4689, 1.5327)
H (-3.1393, 4.0823, 3.2701)
H (-3.6303, 2.8543, 2.0788)
H (-0.6634, 4.9858, 1.5039)
H (0.4332, 3.6800, 1.9735)
H (-0.4387, 4.6070, 3.2326)
C (1.9994, -1.8772, -3.5762)
N (1.1710, -2.6277, -2.6544)
C (0.7392, -3.8965, -2.9068)
C (-0.0637, -4.5340, -2.0501)
C (-0.5087, -3.8588, -0.8290)
O (-1.2484, -4.4401, -0.0328)
N (-0.0522, -2.5814, -0.6237)
C (0.7454, -2.0069, -1.5039)
O (1.1376, -0.8258, -1.3227)
H (2.3054, -2.5381, -4.3862)
H (2.8786, -1.4939, -3.0593)
H (1.4437, -1.0299, -3.9784)
H (1.0924, -4.3355, -3.8323)
H (-0.4050, -5.5385, -2.2456)

Results
ΔE to the lowest compared entry with this formula, charge and spin: 27.57 kcal/mol
HOMO (spin up / spin down): -0.1466 / -0.1535 Eh
Charge: -1
Spin multiplicity: 2
Lowest unoccupied orbital energy (spin up / spin down): 2.560 / 2.559 eV
Electronic energy: -2335.01755 a.u.
Expectation value of S²: 0.758

---

Entry 6:
Computed, not measured: a structure of composition C4H13NS in a non-equilibrium geometry, with wB97M-V/def2-TZVPD.

Geometry (Å):
C (-1.2026, -0.3754, -1.7072)
C (-1.4908, 1.0613, -1.2955)
C (-0.3767, 1.6933, -0.4739)
S (-0.0528, 0.9039, 1.1253)
H (-1.1068, -0.9974, -0.8276)
H (-0.3006, -0.4338, -2.2928)
H (-2.0067, -0.8064, -2.2998)
H (-1.6256, 1.6719, -2.1841)
H (-2.4162, 1.1002, -0.7346)
H (-0.6328, 2.7284, -0.2707)
H (0.5266, 1.7180, -1.0720)
C (1.5452, -2.3488, 1.1620)
N (1.4654, -1.3416, 0.0751)
H (1.7073, -1.8187, 2.0897)
H (0.6003, -2.8850, 1.2203)
H (2.3917, -3.0347, 1.0262)
H (2.3713, -0.9636, -0.1544)
H (0.7615, -0.2945, 0.5655)
H (1.0227, -1.6874, -0.7666)

Results
ΔE to the lowest compared entry with this formula, charge and spin: 13.45 kcal/mol
HOMO: -0.2789 Eh
Lowest unoccupied orbital energy: 0.671 eV
Electronic energy: -613.10758 a.u.

---

> Look up the electronic energy of the second one.

-1038.66797 a.u.

---

> electronic energy of number 6 (C4H13NS)?

-613.10758 a.u.

---

> Which value of electronic energy does entry 2 give?

-1038.66797 a.u.